Record 1
The following is a DFT calculation (ωB97M-V/def2-TZVPD) of C3H9NO as an isolated structure in a non-equilibrium geometry.

E_tot in eV: -6789.57874
Energy above the lowest of the compared OMol25 structures with the same formula, charge and spin in kcal per mole: 126.3
E_HOMO in eV: -7.9902

Geometry as XYZ:
```
14
C3H9NO | OMol25 | ωB97M-V/def2-TZVPD
H 0.416 0.628 0.263
H -1.359 0.622 -1.507
C -0.866 -0.625 1.735
O 1.116 0.356 -0.809
H -1.277 1.349 0.834
H 2.256 0.915 -2.416
H -0.970 -1.105 -0.995
C -0.869 0.369 0.588
H -0.256 -1.496 1.487
N 2.313 0.523 -1.479
H 2.896 -0.305 -1.578
C -1.076 -0.064 -0.722
H -1.873 -0.986 1.957
H -0.453 -0.179 2.641
```

Record 2
The following is a DFT calculation (ωB97M-V/def2-TZVPD) of one molecule with the formula C3H9NO in a non-equilibrium geometry.

E_tot in eV: -6793.04697
Energy above the lowest of the compared OMol25 structures with the same formula, charge and spin in kcal per mole: 46.3
E_HOMO in eV: -9.0711

Geometry as XYZ:
```
14
C3H9NO | OMol25 | ωB97M-V/def2-TZVPD
H -0.815 -1.122 -0.347
C -0.694 -0.958 0.864
H 0.705 0.799 1.644
H 1.725 -1.393 0.746
H -0.443 -1.934 1.359
C 0.004 1.136 -0.392
N -0.389 0.281 -1.538
H -1.550 -0.471 1.451
O 1.489 -0.587 0.215
H 0.366 -0.206 -1.897
H -0.811 1.714 -0.071
C 0.375 0.122 0.730
H 0.931 1.741 -0.474
H -0.891 0.878 -2.291
```

Record 3
The following is a DFT calculation (ωB97M-V/def2-TZVPD) of a 2-piece molecular cluster, C3H9NO overall in a non-equilibrium geometry.

E_tot in eV: -6793.18209
Energy above the lowest of the compared OMol25 structures with the same formula, charge and spin in kcal per mole: 43.2
E_HOMO in eV: -8.1234

Geometry as XYZ:
```
14
C3H9NO | OMol25 | ωB97M-V/def2-TZVPD
H -1.914 -0.836 -1.260
C 1.531 -0.651 -1.011
C 1.956 0.004 0.070
H -0.997 -0.197 0.949
H 1.587 1.423 1.519
H -3.290 0.024 -0.672
H -2.680 -1.474 0.193
H 0.460 -0.680 -1.192
N 1.173 0.885 0.778
H 2.156 -1.033 -1.803
H 2.988 -0.128 0.381
C -2.440 -0.561 -0.340
H 0.454 1.422 0.321
O -1.650 0.318 0.459
```

Record 4
The following is a DFT calculation (ωB97M-V/def2-TZVPD) of a 2-piece molecular cluster, C3H9NO overall in a non-equilibrium geometry.

E_tot in eV: -6793.86098
Energy above the lowest of the compared OMol25 structures with the same formula, charge and spin in kcal per mole: 27.6
E_HOMO in eV: -8.1368

Geometry as XYZ:
```
14
C3H9NO | OMol25 | ωB97M-V/def2-TZVPD
C 0.487 0.413 1.223
H 0.165 -2.118 -6.109
H -0.698 0.977 2.831
H 1.547 0.841 3.007
H -2.580 1.271 1.422
H -1.139 -2.821 -5.778
H 2.464 -0.181 1.887
N -1.953 0.504 1.206
O -0.369 -2.404 -5.363
C -0.673 0.692 1.787
C 1.775 0.657 1.959
H 2.258 1.548 1.569
H 0.595 0.199 0.158
H -1.880 0.422 0.200
```

Record 5
The following is a DFT calculation (ωB97M-V/def2-TZVPD) of a 2-piece molecular cluster, C3H9NO overall in a non-equilibrium geometry.

E_tot in eV: -6792.37646
Energy above the lowest of the compared OMol25 structures with the same formula, charge and spin in kcal per mole: 61.8
E_HOMO in eV: -9.5241

Geometry as XYZ:
```
14
C3H9NO | OMol25 | ωB97M-V/def2-TZVPD
C -1.133 -0.022 -0.096
H -1.883 -1.990 -0.002
O 1.688 0.403 1.386
H 2.645 0.256 1.431
H 1.422 0.060 0.500
N 0.200 -0.005 -0.737
H -2.032 0.195 -0.766
H 0.075 1.929 -1.766
H -0.437 -1.725 1.152
C -1.387 -1.265 0.763
H -1.108 0.883 0.579
H -2.075 -0.810 1.596
H 1.193 0.513 -2.368
C 0.403 0.870 -1.713
```

Record 6
The following is a DFT calculation (ωB97M-V/def2-TZVPD) of C3H9NO as an isolated structure in a non-equilibrium geometry.

E_tot in eV: -6790.30522
Energy above the lowest of the compared OMol25 structures with the same formula, charge and spin in kcal per mole: 109.5
E_HOMO in eV: -7.9667

Geometry as XYZ:
```
14
C3H9NO | OMol25 | ωB97M-V/def2-TZVPD
H 0.085 0.735 -1.344
H -0.851 -0.579 1.279
H 0.342 -2.688 0.122
H -0.840 -1.719 -0.796
H -0.342 1.361 2.317
C -0.632 0.613 -0.490
H 0.719 0.000 1.011
N 0.014 1.953 1.599
C 0.168 -1.642 -0.358
O -0.617 2.146 0.506
H 0.998 1.988 1.524
C -0.122 -0.400 0.541
H -1.720 0.607 -0.703
H 0.893 -1.443 -1.016
```

Record 7
The following is a DFT calculation (ωB97M-V/def2-TZVPD) of a 2-piece molecular cluster, C3H9NO overall.

E_tot in eV: -6793.70244
Energy above the lowest of the compared OMol25 structures with the same formula, charge and spin in kcal per mole: 31.2
E_HOMO in eV: -9.5306

Geometry as XYZ:
```
14
C3H9NO | OMol25 | ωB97M-V/def2-TZVPD
O -2.929 -0.540 -0.864
H -0.200 -0.668 0.894
H -1.342 -1.751 -0.857
N 2.752 0.280 -0.486
H 2.483 -0.672 -0.269
H -1.141 0.800 0.622
H 3.134 0.884 1.468
H 1.458 1.237 0.995
H 2.737 2.201 0.358
C -1.878 -0.905 -0.405
H 2.220 0.523 -1.314
H -1.830 -0.437 1.666
C -1.203 -0.272 0.796
C 2.493 1.171 0.630
```

Record 8
The following is a DFT calculation (ωB97M-V/def2-TZVPD) of one molecule with the formula C3H9NO in a non-equilibrium geometry.

E_tot in eV: -6794.21253
Energy above the lowest of the compared OMol25 structures with the same formula, charge and spin in kcal per mole: 19.4
E_HOMO in eV: -9.5736

Geometry as XYZ:
```
14
C3H9NO | OMol25 | ωB97M-V/def2-TZVPD
H 0.915 0.808 -2.296
H -0.495 1.771 -0.760
C 0.374 0.059 0.326
O 0.087 0.303 -2.121
H -1.069 0.489 1.648
C 0.215 -1.437 0.338
H 0.017 1.593 1.650
H -0.829 -1.643 0.580
C -0.410 0.666 -0.847
H 0.461 -1.879 -0.614
H 1.428 0.342 0.162
H -1.411 0.276 -0.862
N -0.058 0.574 1.644
H 0.776 -1.922 1.151
```

Record 9
The following is a DFT calculation (ωB97M-V/def2-TZVPD) of one molecule with the formula C3H9NO in a non-equilibrium geometry.

E_tot in eV: -6790.28285
Energy above the lowest of the compared OMol25 structures with the same formula, charge and spin in kcal per mole: 110.1
E_HOMO in eV: -9.2951

Geometry as XYZ:
```
14
C3H9NO | OMol25 | ωB97M-V/def2-TZVPD
H -0.077 -1.494 -1.314
H 1.585 -0.912 -1.796
H 1.365 -0.149 1.797
C -0.697 0.618 0.655
C 0.498 -0.573 -1.256
H 0.043 0.132 -2.159
H -2.599 0.908 -0.042
H -1.077 -0.164 1.431
O -1.755 0.720 -0.407
N 1.339 -0.532 0.926
H -0.856 1.800 1.253
H 0.825 1.013 -0.188
H 0.873 -1.545 1.189
C 0.534 0.177 -0.088
```

Record 10
The following is a DFT calculation (ωB97M-V/def2-TZVPD) of C3H9NO as an isolated structure in a non-equilibrium geometry.

E_tot in eV: -6791.60216
Energy above the lowest of the compared OMol25 structures with the same formula, charge and spin in kcal per mole: 79.6
E_HOMO in eV: -10.0602

Geometry as XYZ:
```
14
C3H9NO | OMol25 | ωB97M-V/def2-TZVPD
N 1.493 -0.421 -0.350
H 2.345 2.750 -2.273
H -1.012 -1.005 1.525
H 2.211 2.283 -2.882
H 2.569 -1.684 0.854
H 0.559 -0.980 -0.021
O -1.915 -1.738 0.002
C -2.486 0.455 0.633
C 2.552 -0.832 0.215
H -3.381 0.480 0.077
H -2.773 0.796 1.571
H 3.508 -0.525 -0.188
C -1.723 -0.814 0.744
H -1.947 1.234 0.093
```

Record 11
The following is a DFT calculation (ωB97M-V/def2-TZVPD) of a 2-piece molecular cluster, C3H9NO2 overall in a non-equilibrium geometry.

E_tot in eV: -8840.02811
Energy above the lowest of the compared OMol25 structures with the same formula, charge and spin in kcal per mole: 67.5
E_HOMO in eV: -9.9779

Geometry as XYZ:
```
15
C3H9NO2 | OMol25 | ωB97M-V/def2-TZVPD
C -2.213 0.179 0.665
H -4.006 -0.023 1.630
H -0.342 -0.080 -1.490
C 0.226 -0.179 -0.532
H 3.107 0.621 -1.283
H 4.469 1.347 -1.653
H -0.169 0.171 1.723
H -2.040 1.380 0.682
H -2.630 -0.197 -0.328
C -0.697 -0.352 0.805
H -0.641 -1.490 1.010
N -3.030 -0.513 1.685
H -2.675 -0.487 2.592
O 1.518 -0.245 -0.459
O 3.763 0.802 -2.079
```

Record 12
The following is a DFT calculation (ωB97M-V/def2-TZVPD) of C3H9NO2 as an isolated structure in a non-equilibrium geometry.

E_tot in eV: -8838.89068
Energy above the lowest of the compared OMol25 structures with the same formula, charge and spin in kcal per mole: 93.7
E_HOMO in eV: -9.0190

Geometry as XYZ:
```
15
C3H9NO2 | OMol25 | ωB97M-V/def2-TZVPD
N -0.004 0.592 -0.131
O -2.902 -0.347 -0.119
H 1.114 2.318 0.033
H -0.334 -1.995 0.278
H -0.526 2.367 -0.715
H 0.810 -2.394 -0.925
O 2.222 0.010 -0.109
H -3.069 -0.409 1.054
H -3.948 -0.888 -0.451
H -0.179 2.404 1.150
H -1.018 0.243 0.310
C 0.104 2.084 0.100
H 1.502 -2.347 0.909
C 0.705 -1.825 0.179
C 1.044 -0.384 -0.096
```

Copy entry 6 word for word.
The following is a DFT calculation (ωB97M-V/def2-TZVPD) of C3H9NO as an isolated structure in a non-equilibrium geometry.

E_tot in eV: -6790.30522
Energy above the lowest of the compared OMol25 structures with the same formula, charge and spin in kcal per mole: 109.5
E_HOMO in eV: -7.9667

Geometry as XYZ:
```
14
C3H9NO | OMol25 | ωB97M-V/def2-TZVPD
H 0.085 0.735 -1.344
H -0.851 -0.579 1.279
H 0.342 -2.688 0.122
H -0.840 -1.719 -0.796
H -0.342 1.361 2.317
C -0.632 0.613 -0.490
H 0.719 0.000 1.011
N 0.014 1.953 1.599
C 0.168 -1.642 -0.358
O -0.617 2.146 0.506
H 0.998 1.988 1.524
C -0.122 -0.400 0.541
H -1.720 0.607 -0.703
H 0.893 -1.443 -1.016
```